The following is a DFT calculation (ωB97M-V with the def2-TZVPD basis set) of a cluster of 6 separate species, C31H44Cl2FNO17S in total.

Results
- structure (SMILES) = Cc1ccccc1CN([C@@H](Cl)[C@@H](C)Cl)S(=O)(=O)F.C[C@@H]1COC(=O)O1.C[C@@H]1COC(=O)O1.C[C@@H]1COC(=O)O1.C[C@@H]1COC(=O)O1.C[C@@H]1COC(=O)O1
- E_LUMO (eV) = 0.211
- HOMO energy (eV) = -9.1
- E (eV) = -107756.6675
- charge = 0
- frontier orbital gap (eV) = 9.357

Last column: Löwdin charge in e.
Element x y z (Å)
C1 1.681 0.799 6.017  -0.02
C2 1.431 1.727 4.847  -0.23
C3 2.422 2.596 4.467  -0.05
C4 2.203 3.447 3.424  -0.09
C5 1.034 3.445 2.724  -0.08
C6 0.037 2.581 3.096  -0.06
C7 0.243 1.735 4.157  -0.19
C8 -0.897 0.805 4.591  -0.17
N1 -2.181 1.156 3.922  -0.21
C9 -3.057 1.781 4.954  -0.70
Cl1 -2.307 3.303 5.530  0.74
C10 -4.487 2.113 4.460  -0.72
C11 -5.251 2.944 5.502  -0.16
Cl2 -4.327 3.157 2.995  0.65
S1 -2.888 -0.181 3.257  0.59
O1 -3.852 0.169 2.290  -0.25
O2 -1.959 -1.129 2.751  -0.23
F1 -3.698 -0.852 4.435  -0.13
H1 2.585 0.207 5.875  0.09
H2 1.831 1.404 6.918  0.09
H3 0.825 0.154 6.205  0.06
H4 3.359 2.628 5.007  0.12
H5 2.973 4.157 3.133  0.11
H6 0.842 4.117 1.896  0.11
H7 -0.899 2.574 2.555  0.11
H8 -0.972 0.892 5.676  0.10
H9 -0.563 -0.214 4.387  0.12
H10 -3.145 1.144 5.837  0.11
H11 -5.073 1.226 4.236  0.09
H12 -5.103 2.581 6.521  0.08
H13 -5.008 3.999 5.421  0.05
H14 -6.309 2.862 5.240  0.08
C12 -1.921 -3.072 -0.884  -0.01
C13 -0.665 -2.261 -1.075  -0.30
C14 -0.763 -0.821 -0.647  -0.08
O3 0.237 -0.197 -1.473  0.08
C15 0.333 -0.938 -2.599  -0.55
O4 0.929 -0.608 -3.579  0.10
O5 -0.341 -2.105 -2.476  0.09
H15 -1.885 -3.979 -1.476  0.04
H16 -2.050 -3.343 0.163  0.10
H17 -2.802 -2.510 -1.206  0.10
H18 0.180 -2.763 -0.596  0.16
H19 -0.549 -0.677 0.409  0.13
H20 -1.728 -0.368 -0.884  0.14
C16 -0.513 -0.790 -5.847  -0.03
C17 -1.360 -1.080 -7.064  -0.32
C18 -0.666 -0.875 -8.387  -0.10
O6 -1.767 -0.602 -9.262  0.06
C19 -2.748 -0.040 -8.504  -0.56
O7 -3.725 0.475 -8.941  0.16
O8 -2.452 -0.149 -7.183  0.09
H21 -1.139 -0.660 -4.969  0.09
H22 0.185 -1.602 -5.664  0.09
H23 0.056 0.131 -5.973  0.10
H24 -1.790 -2.084 -6.992  0.16
H25 -0.112 -1.749 -8.722  0.14
H26 -0.005 -0.005 -8.389  0.14
C20 3.575 -1.866 -3.963  -0.02
C21 4.854 -1.598 -4.718  -0.33
C22 5.702 -2.814 -4.993  -0.10
O9 7.011 -2.245 -5.108  0.06
C23 7.024 -1.119 -4.343  -0.56
O10 8.001 -0.505 -4.065  0.17
O11 5.766 -0.800 -3.941  0.09
H27 3.180 -0.948 -3.541  0.07
H28 2.822 -2.301 -4.619  0.09
H29 3.747 -2.554 -3.132  0.09
H30 4.637 -1.048 -5.639  0.16
H31 5.423 -3.334 -5.907  0.14
H32 5.710 -3.523 -4.161  0.14
C24 3.268 8.689 5.215  -0.02
C25 2.586 7.360 5.427  -0.33
C26 1.575 7.333 6.545  -0.10
O12 1.582 5.949 6.916  0.06
C27 2.815 5.464 6.618  -0.56
O13 3.222 4.402 6.961  0.16
O14 3.516 6.359 5.875  0.08
H33 4.174 8.563 4.624  0.09
H34 2.605 9.383 4.699  0.09
H35 3.565 9.136 6.166  0.09
H36 2.149 7.007 4.488  0.16
H37 0.581 7.646 6.234  0.14
H38 1.884 7.920 7.413  0.14
C28 -3.072 -8.792 -4.455  -0.02
C29 -3.070 -7.415 -3.838  -0.33
C30 -2.022 -6.475 -4.380  -0.09
O15 -1.830 -5.580 -3.277  0.06
C31 -2.118 -6.275 -2.146  -0.54
O16 -1.887 -5.892 -1.043  0.15
O17 -2.700 -7.462 -2.448  0.09
H39 -3.623 -9.491 -3.826  0.09
H40 -3.533 -8.769 -5.442  0.09
H41 -2.058 -9.181 -4.555  0.09
H42 -4.069 -6.974 -3.898  0.16
H43 -2.346 -5.935 -5.267  0.14
H44 -1.071 -6.971 -4.586  0.14

Cartesian forces, eV/Å:
C -0.2 0.5 0.1
C 0.4 -0.9 0.9
C 0.5 0.0 0.3
C 1.3 1.3 -0.6
C -0.8 0.4 -0.7
C -0.4 0.0 -0.5
C -1.5 -0.7 0.1
C 1.7 0.4 -0.1
N -0.3 -1.3 1.8
C -1.0 0.7 -0.5
Cl 0.2 -0.4 -0.1
C 0.6 1.2 0.4
C -0.5 -0.3 -0.4
Cl -0.3 -0.4 0.0
S -0.2 -0.8 -2.7
O -1.1 1.0 0.4
O 1.0 0.0 1.3
F 0.5 0.1 0.3
H -0.1 -0.1 -0.1
H 0.0 -0.1 0.0
H 0.2 -0.2 0.0
H 0.0 0.0 0.0
H 0.1 -0.1 0.1
H 0.2 0.1 0.0
H 0.0 0.0 0.1
H -0.5 0.0 -0.1
H -0.5 0.0 -0.2
H 0.1 0.0 -0.1
H 0.3 -0.1 -0.3
H 0.0 0.0 -0.1
H 0.3 -0.1 0.2
H 0.0 0.0 0.2
C -0.3 0.4 -0.5
C -0.7 -0.3 0.2
C 0.2 0.1 0.3
O 0.0 -0.1 -0.2
C 0.0 0.0 0.0
O 0.0 0.1 0.4
O 0.3 0.3 0.0
H 0.2 0.4 0.3
H 0.1 0.0 0.0
H 0.1 0.1 0.1
H 0.1 0.1 0.0
H 0.2 0.1 -0.1
H -0.1 -0.1 0.0
C -0.3 0.2 -0.4
C 0.4 0.2 0.5
C 0.0 -0.2 -0.2
O 0.0 0.1 0.1
C -0.1 0.1 0.0
O 0.0 0.0 0.0
O 0.0 -0.1 -0.4
H 0.0 -0.2 0.0
H 0.0 0.0 0.0
H 0.0 0.0 0.0
H 0.0 0.0 -0.1
H -0.1 0.0 -0.2
H 0.0 0.0 0.2
C 0.3 0.0 0.3
C -0.5 -0.2 0.3
C 0.1 -0.1 -0.3
O -0.1 0.1 0.1
C 0.0 0.1 0.1
O 0.0 0.0 0.0
O 0.3 -0.1 -0.2
H -0.1 0.1 -0.2
H 0.0 0.1 0.0
H 0.1 0.0 0.0
H 0.1 0.0 0.0
H 0.2 0.1 -0.1
H -0.1 0.1 0.1
C 0.3 0.0 0.2
C 0.2 0.5 -0.1
C -0.3 0.0 0.0
O 0.2 0.0 0.0
C 0.1 -0.1 0.0
O 0.0 0.0 0.1
O -0.3 -0.2 0.1
H -0.1 0.0 -0.1
H 0.0 0.0 0.0
H 0.0 0.0 0.0
H -0.1 -0.1 0.1
H -0.1 -0.2 0.0
H 0.1 0.1 -0.1
C 0.2 -0.2 0.2
C 0.0 -0.5 -0.3
C -0.1 0.2 -0.2
O 0.0 -0.1 0.1
C 0.0 -0.3 0.2
O 0.0 -0.7 -0.2
O 0.0 0.4 0.0
H -0.1 0.1 -0.1
H 0.0 0.0 0.0
H 0.0 0.1 0.0
H 0.0 0.1 0.0
H 0.0 0.2 0.1
H -0.1 -0.1 0.0


The following is a DFT calculation (ωB97M-V with the def2-TZVPD basis set) of a cluster of 3 separate species, C3H12N2O in total.

Results
- structure (SMILES) = C=C.NCO.N
- E_LUMO (eV) = 1.085
- HOMO energy (eV) = -9.1
- E (eV) = -8331.7937
- charge = 0
- frontier orbital gap (eV) = 10.160

Last column: natural (NBO) charge in e.
Element x y z (Å)
C1 2.399 0.270 0.323  -0.40
C2 2.044 0.030 -0.928  -0.37
H1 2.518 1.273 0.716  0.20
H2 2.585 -0.608 0.936  0.19
H3 1.577 0.789 -1.544  0.18
H4 2.091 -0.944 -1.383  0.19
N1 -0.366 -1.239 1.630  -0.88
C3 -1.324 -0.177 1.613  0.10
O1 -1.301 0.665 0.493  -0.75
H5 -0.663 -2.130 1.974  0.38
H6 0.590 -0.976 1.787  0.37
H7 -2.323 -0.631 1.706  0.14
H8 -1.235 0.475 2.493  0.14
H9 -1.403 0.133 -0.316  0.49
N2 -1.309 0.611 -2.283  -1.13
H10 -1.167 0.212 -3.192  0.38
H11 -0.626 1.002 -1.659  0.39
H12 -2.088 1.248 -2.367  0.37

Cartesian forces, eV/Å:
C 0.1 -0.5 -0.3
C -0.5 0.5 -0.2
H -0.4 -0.2 0.2
H 0.6 0.4 0.2
H 0.6 0.3 -0.2
H -0.2 -0.4 0.2
N 0.0 0.3 -0.9
C -0.8 -0.1 1.0
O 0.4 -0.1 -0.2
H 0.1 0.0 0.2
H 0.0 -0.2 0.2
H 0.2 -0.1 0.0
H 0.1 0.2 -0.3
H -0.1 -0.1 0.3
N -1.8 0.0 0.3
H 1.1 0.1 0.1
H 0.8 0.0 -0.8
H 0.0 0.0 0.2


The following is a DFT calculation (ωB97M-V with the def2-TZVPD basis set) of a structure of composition C21H22Cl2MnN3O4.

Results
- E_LUMO (spin up / spin down) (eV) = -2.768 / -2.767
- HOMO energy (spin up / spin down) (eV) = -10.6 / -10.5
- E (eV) = -91155.1078
- 2S+1 = 2
- charge = +1
- frontier orbital gap (spin up / spin down) (eV) = 7.794 / 7.752

Last column: natural (NBO) charge in e.
Element x y z (Å)
Mn1 -0.191 -0.270 0.018  1.13
C1 -1.514 2.147 1.599  -0.25
O1 -1.629 0.735 1.398  -0.56
C2 -1.664 0.043 2.645  -0.10
C3 -1.690 -1.421 2.308  -0.09
O2 -0.513 -1.762 1.572  -0.56
C4 0.598 -2.117 2.405  -0.25
H1 -2.267 2.473 2.318  0.19
H2 -1.704 2.633 0.646  0.20
H3 -0.515 2.393 1.962  0.21
H4 -2.558 0.329 3.205  0.20
H5 -0.775 0.306 3.228  0.20
H6 -2.534 -1.636 1.650  0.21
H7 -1.767 -2.044 3.201  0.21
H8 0.348 -3.011 2.978  0.19
H9 0.869 -1.299 3.074  0.20
H10 1.438 -2.325 1.746  0.20
N1 -2.483 0.246 -2.285  -0.57
C5 -1.623 1.319 -2.129  0.41
C6 -1.903 2.488 -2.853  -0.27
C7 -1.049 3.556 -2.757  -0.12
C8 0.078 3.456 -1.939  -0.26
C9 0.260 2.293 -1.238  0.06
N2 -0.580 1.236 -1.310  -0.52
C10 -2.258 -1.111 -2.078  0.39
C11 -3.006 -2.007 -2.851  -0.27
C12 -2.795 -3.355 -2.702  -0.12
C13 -1.829 -3.788 -1.796  -0.27
C14 -1.152 -2.842 -1.069  0.09
N3 -1.371 -1.515 -1.174  -0.52
H11 -3.233 0.429 -2.930  0.41
H12 -2.776 2.525 -3.491  0.23
H13 -1.247 4.460 -3.317  0.24
H14 0.784 4.266 -1.840  0.24
H15 1.090 2.172 -0.555  0.22
H16 -3.722 -1.628 -3.568  0.23
H17 -3.359 -4.064 -3.293  0.24
H18 -1.608 -4.835 -1.657  0.24
H19 -0.402 -3.133 -0.350  0.21
Cl1 6.941 0.631 1.138  0.03
C15 5.211 0.577 1.129  -0.08
C16 4.504 1.138 2.204  -0.18
C17 3.137 1.111 2.220  -0.12
Cl2 2.274 1.800 3.554  0.02
C18 2.373 0.531 1.167  0.46
O3 1.088 0.549 1.236  -0.77
C19 3.120 -0.047 0.103  -0.32
C20 2.494 -0.723 -0.993  0.43
O4 1.282 -0.916 -1.172  -0.61
C21 4.534 -0.007 0.100  -0.16
H20 5.043 1.595 3.023  0.25
H21 3.173 -1.126 -1.755  0.16
H22 5.076 -0.451 -0.725  0.23

Cartesian forces, eV/Å:
Mn -0.6 0.0 0.2
C 0.0 0.0 0.0
O 0.0 -0.2 -0.2
C 0.0 0.0 0.0
C 0.0 0.0 0.0
O 0.3 -0.1 -0.2
C 0.0 0.0 0.0
H 0.0 0.0 0.0
H 0.0 0.0 0.0
H 0.0 0.0 0.0
H 0.0 0.0 0.0
H 0.0 0.0 0.0
H 0.0 0.0 0.0
H 0.0 0.0 0.0
H 0.0 0.0 0.0
H 0.0 0.0 0.0
H 0.0 0.0 0.0
N -0.1 0.0 0.1
C 0.0 0.0 0.0
C 0.0 0.0 0.0
C 0.0 0.0 0.0
C 0.0 0.0 0.0
C 0.0 0.0 0.0
N 0.4 0.2 0.0
C 0.0 0.0 0.0
C 0.0 0.0 0.0
C 0.0 0.0 0.0
C 0.0 0.0 0.0
C 0.0 0.0 0.0
N 0.0 0.1 0.1
H 0.0 0.0 0.0
H 0.0 0.0 0.0
H 0.0 0.0 0.0
H 0.0 0.0 0.0
H 0.0 0.0 0.0
H 0.0 0.0 0.0
H 0.0 0.0 0.0
H 0.0 0.0 0.0
H 0.0 0.0 0.0
Cl 0.0 0.0 0.0
C 0.0 0.0 0.0
C 0.0 0.0 0.0
C 0.0 0.0 0.0
Cl 0.0 0.0 0.0
C 0.0 0.0 0.0
O 0.0 0.1 -0.2
C 0.0 0.0 0.0
C 0.0 0.0 0.0
O 0.0 -0.2 0.2
C 0.0 0.0 0.0
H 0.0 0.0 0.0
H 0.0 0.0 0.0
H 0.0 0.0 0.0


The following is a DFT calculation (ωB97M-V with the def2-TZVPD basis set) of a structure of composition C18H22BF6O18Pd.

Results
- E_LUMO (spin up / spin down) (eV) = -7.604 / -12.322
- HOMO energy (spin up / spin down) (eV) = -15.3 / -15.3
- E (eV) = -76309.7802
- 2S+1 = 4
- charge = +2
- frontier orbital gap (spin up / spin down) (eV) = 7.741 / 3.023

Last column: Löwdin charge in e.
Element x y z (Å)
Pd1 -1.932 1.517 -1.565  1.21
B1 -0.375 0.310 -0.577  -0.37
H1 -1.025 0.779 0.144  0.00
H2 -0.937 -0.403 -1.160  -0.03
H3 -0.024 1.001 -1.328  -0.01
H4 0.538 -0.126 -0.202  0.00
C1 1.833 -1.485 -3.173  -0.12
C2 0.414 -1.537 -3.630  -0.31
O1 0.054 -2.864 -3.536  0.21
C3 1.099 -3.554 -3.328  -0.59
O2 1.181 -4.742 -3.449  0.19
O3 2.202 -2.774 -3.112  0.12
F1 0.271 -1.044 -4.893  0.09
H5 2.025 -0.923 -2.259  0.13
H6 2.466 -0.969 -3.896  0.15
H7 -0.223 -0.929 -2.989  0.12
C4 -5.710 -1.047 2.253  0.02
C5 -4.905 0.145 2.559  -0.39
O4 -4.519 0.762 1.394  0.21
C6 -4.339 -0.180 0.550  -0.54
O5 -3.828 -0.039 -0.577  0.07
O6 -4.961 -1.254 1.046  0.08
F2 -3.845 -0.213 3.261  0.12
H8 -6.768 -0.871 2.058  0.16
H9 -5.559 -1.909 2.903  0.16
H10 -5.514 0.711 3.264  0.19
C7 -0.765 -2.894 0.830  -0.07
C8 -1.815 -3.833 0.196  -0.21
O7 -0.941 -4.854 -0.129  0.25
C9 0.117 -4.842 0.638  -0.30
O8 1.023 -5.684 0.811  0.53
O9 0.043 -3.759 1.463  0.16
F3 -2.344 -3.332 -0.968  0.11
H11 -1.172 -2.293 1.644  0.17
H12 -0.206 -2.196 0.206  0.13
H13 -2.636 -4.100 0.863  0.20
C10 1.860 3.046 -2.735  -0.09
C11 2.505 3.993 -3.793  -0.24
O10 3.528 3.108 -4.264  0.17
C12 3.618 2.032 -3.532  -0.59
O11 4.360 1.114 -3.822  0.17
O12 2.906 2.168 -2.412  0.08
F4 3.077 5.111 -3.276  0.10
H14 1.002 2.513 -3.144  0.11
H15 1.446 3.561 -1.869  0.14
H16 1.723 4.204 -4.522  0.17
C13 4.111 -0.450 1.922  -0.02
C14 2.890 -1.293 1.409  -0.30
O13 2.815 -2.235 2.458  0.12
C15 3.453 -1.828 3.533  -0.54
O14 3.035 -1.949 4.680  0.16
O15 4.499 -1.054 3.164  0.09
F5 3.085 -1.913 0.237  0.09
H17 3.846 0.589 2.116  0.14
H18 4.895 -0.452 1.166  0.15
H19 2.006 -0.660 1.342  0.14
C16 -1.358 3.648 3.396  -0.01
C17 -0.399 4.744 2.924  -0.34
O16 -0.111 4.257 1.633  0.19
C18 -1.056 3.402 1.226  -0.59
O17 -1.478 3.222 0.103  0.07
O18 -1.813 3.148 2.180  0.13
F6 0.601 4.738 3.712  0.17
H20 -2.237 4.054 3.898  0.16
H21 -0.879 2.871 3.991  0.16
H22 -0.849 5.736 2.965  0.19

Cartesian forces, eV/Å:
Pd 0.8 -0.3 2.4
B -0.2 -1.6 0.3
H -2.8 2.2 3.1
H -2.3 -3.1 -2.3
H 1.4 4.0 -3.9
H 2.9 -1.1 1.7
C 1.0 2.9 -0.6
C -0.9 2.4 0.5
O -3.3 2.1 -0.5
C 4.4 -4.1 -0.8
O -0.4 0.6 0.9
O 0.2 -2.9 0.7
F -0.1 -0.4 -0.1
H -0.4 -0.2 0.5
H -0.1 0.1 -0.3
H -0.3 -0.2 -0.2
C 1.0 0.0 -1.6
C -3.3 1.6 4.5
O 0.4 3.0 1.5
C -0.9 -1.5 -3.3
O -0.5 -0.6 2.4
O 0.6 -3.2 -3.7
F 2.5 -0.6 0.7
H 0.1 0.0 -0.2
H 0.1 0.3 0.0
H 0.3 1.4 -0.6
C -3.1 3.1 0.1
C -0.5 3.9 -0.9
O 2.4 -4.1 -0.9
C -2.7 2.5 1.6
O 0.0 -0.1 -0.6
O 3.9 -4.1 0.3
F 0.7 -0.6 1.2
H -0.3 0.2 -0.1
H -0.2 -0.3 -0.6
H 0.2 -0.6 -0.1
C -0.3 1.5 0.4
C -0.3 -1.6 1.1
O -1.1 2.5 -1.8
C 3.4 -2.6 -0.4
O -1.8 1.3 1.0
O -1.0 -0.9 0.9
F -0.4 -0.6 -0.3
H 0.1 -0.3 -0.6
H 0.6 0.1 0.2
H 0.8 0.5 -0.5
C 0.0 0.0 -0.8
C 1.7 1.1 1.9
O -2.4 -1.3 -2.0
C -0.4 1.6 4.4
O 1.5 -0.5 -3.0
O -0.2 0.1 -0.4
F 0.0 -0.4 -0.4
H -0.2 -0.1 0.0
H 0.2 -0.3 0.3
H -0.3 -0.4 0.0
C -0.7 1.0 1.1
C -3.2 -1.0 0.4
O 1.7 0.2 -2.2
C -0.3 3.3 -1.1
O 1.4 -0.9 -2.4
O -3.2 -3.2 2.5
F 3.6 0.2 1.5
H 0.2 -0.1 0.2
H 0.1 0.1 0.0
H 0.1 0.2 -0.9


The following is a DFT calculation (ωB97M-V with the def2-TZVPD basis set) of a structure of composition CH4N2O2S.

Results
- E_LUMO (eV) = -0.181
- HOMO energy (eV) = -10.0
- E (eV) = -19007.6571
- charge = 0
- frontier orbital gap (eV) = 9.841

Last column: natural (NBO) charge in e.
Element x y z (Å)
C1 -0.362 -0.363 -0.233  -0.45
N1 -1.358 0.470 2.184  -0.69
N2 -0.861 0.822 0.460  -0.42
O1 -3.217 -0.707 3.346  -0.84
O2 -3.105 -1.104 0.917  -0.84
S1 -2.614 -0.429 2.115  2.23
H1 -1.083 -1.074 -0.463  0.22
H2 0.009 -0.024 -1.137  0.22
H3 0.612 -0.829 0.165  0.18
H4 -0.233 1.626 0.618  0.38

Cartesian forces, eV/Å:
C 3.0 0.7 2.7
N 0.1 0.0 -3.7
N -1.9 -0.9 2.6
O -0.9 -0.3 1.8
O 0.7 1.2 1.5
S 1.6 0.0 -3.1
H -1.5 -1.1 0.1
H 0.4 1.2 -2.2
H -1.6 0.3 0.2
H 0.0 -1.2 0.3


The following is a DFT calculation (ωB97M-V with the def2-TZVPD basis set) of a structure of composition C2H8N4O.

Results
- E_LUMO (spin up / spin down) (eV) = 0.154 / 0.153
- HOMO energy (spin up / spin down) (eV) = -8.0 / -8.0
- E (eV) = -10205.9594
- charge = 0
- frontier orbital gap (spin up / spin down) (eV) = 8.129 / 8.128

Last column: natural (NBO) charge in e.
Element x y z (Å)
C1 1.070 -0.039 0.437  0.22
C2 0.250 -0.560 1.583  -0.67
N1 1.471 -0.921 -0.471  -0.78
N2 -0.298 0.906 -0.688  -0.42
N3 -1.609 0.948 -0.227  -0.64
N4 0.005 -0.354 -1.985  0.34
O1 -0.960 -0.991 -2.132  -0.27
H1 2.258 -0.574 -1.014  0.33
H2 -0.001 1.819 -1.029  0.36
H3 1.725 0.790 0.723  0.16
H4 -1.815 0.033 0.167  0.36
H5 -2.274 1.083 -0.989  0.34
H6 -0.235 0.244 2.138  0.22
H7 0.904 -1.109 2.263  0.24
H8 -0.492 -1.276 1.224  0.21

Cartesian forces, eV/Å:
C 1.3 -1.7 -0.5
C -0.4 0.3 -0.2
N 0.0 0.3 1.0
N -0.2 -0.3 0.2
N 0.1 -0.3 -0.6
N -1.6 0.1 -0.1
O 1.4 1.1 0.7
H -0.1 0.1 0.0
H -0.2 -0.1 -0.3
H -0.3 0.3 -0.3
H 0.0 0.2 0.1
H 0.0 0.1 0.0
H -0.1 0.0 0.0
H 0.1 0.1 -0.1
H 0.0 0.0 0.0